102
Properties=species:S:1:pos:R:3 method="wB97M-V/def2-TZVPD" s2=0.7508 max_force_ev_per_a=2.57 homo_lumo_gap_ev="1.5 / 8.1" spin_multiplicity=2 charge=-1 homo_energy_ev="0.5875 / -6.0651" e_above_lowest_kcal_mol=3.0
O -0.477 -1.189 -1.504
H 0.031 -1.989 -1.368
H 0.161 -0.482 -1.407
O -2.747 -1.235 -3.303
H -2.178 -1.157 -4.069
H -2.153 -1.174 -2.555
C 2.032 7.920 -10.650
O 1.644 6.574 -10.988
C 0.754 6.039 -9.994
C 1.475 5.469 -8.744
N 0.523 4.741 -7.870
C 1.225 4.144 -6.694
C 0.306 3.117 -5.978
O 1.116 2.577 -4.901
C 0.331 1.739 -3.955
H 2.548 8.375 -11.495
H 2.696 7.907 -9.786
H 1.179 8.568 -10.446
H 0.081 5.358 -10.516
H -0.037 6.715 -9.670
H 2.113 6.158 -8.192
H 2.078 4.734 -9.278
H 0.034 4.062 -8.434
H 1.696 4.838 -5.998
H 2.112 3.655 -7.098
H -0.035 2.262 -6.563
H -0.546 3.718 -5.662
H 1.075 1.285 -3.300
H -0.368 1.080 -4.471
H -0.204 2.471 -3.350
C -0.509 -5.981 0.038
O 0.693 -5.434 -0.429
C 0.861 -4.123 -0.006
C 2.197 -3.564 -0.533
N 2.150 -2.188 -0.962
C 2.399 -1.260 0.174
C 2.483 0.185 -0.280
O 1.202 0.681 -0.594
C 1.189 2.081 -0.417
H -1.397 -5.382 -0.160
H -0.404 -6.082 1.118
H -0.675 -6.947 -0.438
H 0.792 -4.038 1.078
H 0.020 -3.530 -0.367
H 2.389 -4.058 -1.486
H 3.085 -3.926 -0.016
H 2.973 -2.175 -1.547
H 3.259 -1.589 0.757
H 1.554 -1.267 0.862
H 3.085 0.407 -1.161
H 2.996 0.678 0.545
H 0.302 2.399 -0.965
H 1.904 2.613 -1.044
H 1.106 2.418 0.616
C 0.599 -1.428 8.724
O 0.342 -0.287 7.911
C 1.518 0.051 7.218
C 1.180 1.220 6.337
N 0.498 0.741 5.143
C 0.234 1.762 4.178
C -0.729 1.239 3.175
O -1.048 2.293 2.212
C -1.748 1.825 1.047
H 1.277 -1.165 9.536
H 0.931 -2.280 8.131
H -0.275 -1.733 9.301
H 1.872 -0.858 6.731
H 2.352 0.219 7.900
H 2.040 1.830 6.061
H 0.613 1.927 6.943
H 0.957 -0.103 4.830
H 1.164 2.122 3.739
H -0.313 2.613 4.585
H -1.570 0.882 3.769
H -0.352 0.406 2.582
H -1.201 1.022 0.553
H -1.771 2.670 0.359
H -2.709 1.403 1.342
C -2.567 -3.105 6.859
O -2.315 -3.730 5.607
C -0.947 -3.587 5.224
C -0.599 -4.350 3.890
N -1.432 -4.064 2.738
C -1.582 -2.658 2.490
C -2.438 -2.312 1.275
O -3.808 -2.657 1.468
C -4.644 -2.139 0.431
H -3.503 -3.560 7.186
H -2.765 -2.034 6.833
H -1.903 -3.328 7.694
H -0.333 -4.018 6.014
H -0.730 -2.519 5.209
H -0.608 -5.425 4.071
H 0.434 -4.162 3.600
H -2.346 -4.383 3.025
H -0.599 -2.191 2.422
H -2.116 -2.215 3.332
H -2.159 -2.936 0.426
H -2.300 -1.277 0.962
H -4.299 -2.314 -0.588
H -4.773 -1.057 0.460
H -5.649 -2.548 0.524